(1)
Density functional theory data (wB97M-V/def2-TZVPD) for a cluster of 6 separate species, C24H56Br2N3O6 in total at a distorted geometry.

The geometry in XYZ format:
```
91
Properties=species:S:1:pos:R:3:forces:R:3
C 17.65082 3.71972 3.87508 -0.5 0.4 0.5
C 17.06855 3.18052 2.57439 0.1 -1.4 -0.6
C 17.03864 1.63509 2.65373 -1.8 -0.2 0.6
C 16.00515 1.11697 3.67166 -0.5 -0.2 0.9
C 14.58494 1.55897 3.28541 1.3 0.3 -0.9
C 14.48215 3.12630 3.29425 -3.0 -2.5 -0.2
N 15.59980 3.67655 2.49826 -0.3 5.7 1.2
O 15.42993 4.92920 2.29267 1.2 -4.9 -0.2
C 14.38004 3.65510 4.78018 1.6 -0.4 -0.6
C 13.13499 3.46099 2.56591 0.4 0.6 -0.5
C 17.80148 3.59963 1.32678 0.6 -0.3 0.0
H 17.16236 3.17975 4.68403 0.3 0.3 0.2
H 17.50404 4.78944 4.02273 -0.1 0.0 -0.2
H 18.72247 3.53499 3.93859 -0.1 -0.2 -0.3
H 18.00157 1.17912 2.87877 0.2 0.4 -0.3
H 16.59587 1.27108 1.72491 0.6 0.2 -0.4
H 16.18144 1.39039 4.71426 0.4 0.2 0.0
H 16.03098 0.02701 3.72895 0.1 -0.1 -0.3
H 13.79341 1.04012 3.82373 0.1 0.5 0.5
H 14.48178 1.21840 2.25193 -0.3 0.4 -0.2
H 15.17329 3.17843 5.35765 0.1 0.2 0.1
H 13.47276 3.32258 5.28056 -0.3 0.2 -0.6
H 14.53753 4.73048 4.84461 -0.3 0.0 -0.1
H 12.89634 4.52431 2.57369 -0.1 0.0 0.6
H 12.32001 2.86494 2.97378 0.1 0.2 0.4
H 13.15463 3.23659 1.49791 0.6 -0.4 0.0
H 18.85872 3.38410 1.49542 0.1 0.5 0.3
H 17.65574 4.65300 1.09592 0.0 -0.1 -0.3
H 17.60361 2.89364 0.51978 -0.7 0.5 -0.3
C 14.33543 -2.57759 -1.42372 0.2 1.7 0.2
C 15.35096 -1.46524 -1.83229 0.3 -0.4 -0.2
N 16.60419 -1.31754 -0.95597 0.7 -0.2 0.7
C 16.22007 -1.15445 0.51320 -0.8 -0.8 -1.2
C 17.44232 -2.61335 -1.08495 0.5 0.2 0.6
C 18.79722 -2.55025 -0.34046 0.1 0.7 -0.3
C 17.36499 -0.00089 -1.26141 -0.2 -1.0 -0.2
C 17.91663 0.09354 -2.66486 -0.5 -0.2 0.0
O 18.72063 -1.01958 -3.02084 -0.7 0.3 0.5
C 19.19965 -0.88785 -4.33801 0.4 -0.4 -0.4
H 13.58503 -2.66440 -2.20890 0.3 -0.1 -0.3
H 13.76453 -2.16692 -0.59036 0.1 -0.6 0.4
H 14.79234 -3.54622 -1.23671 -0.1 0.1 0.1
H 14.92832 -0.46032 -1.84083 -0.4 -0.1 0.0
H 15.68890 -1.69612 -2.84239 0.3 0.2 0.1
H 17.13518 -0.97685 1.06970 -0.3 -0.2 0.2
H 15.67691 -2.07624 0.71755 0.5 -0.1 0.7
H 15.48616 -0.35744 0.63671 0.3 0.4 -0.3
H 17.59594 -2.80411 -2.14378 0.0 0.2 0.1
H 16.80032 -3.39440 -0.68126 0.1 0.0 0.1
H 19.47725 -3.38465 -0.51060 -0.6 -0.5 -0.2
H 18.72014 -2.42687 0.73946 -0.2 -0.1 0.0
H 19.40227 -1.72360 -0.71445 -0.2 0.2 0.0
H 18.17629 0.13244 -0.54684 -0.2 -0.4 0.3
H 16.57286 0.72008 -1.05344 0.2 0.6 -0.2
H 18.53527 0.99157 -2.73022 -0.2 0.3 0.0
H 17.04616 0.21634 -3.31345 0.2 -0.1 -0.5
H 19.97280 -1.64483 -4.46700 0.2 0.2 0.1
H 19.60492 0.11491 -4.48497 0.1 0.0 -0.2
H 18.44922 -1.11413 -5.09901 -0.3 0.3 0.1
O 14.93448 2.13065 -0.03483 0.6 0.3 0.7
H 15.35718 2.95126 -0.33170 -0.1 -0.2 -0.1
C 12.20387 1.52999 -0.92432 -0.2 -0.6 0.4
N 12.14005 1.66545 -2.38865 -0.5 0.8 0.4
O 12.10653 0.65481 -3.05525 0.3 -0.1 -0.3
O 11.98334 2.80240 -2.78739 0.3 -0.3 -0.6
H 12.83665 0.67934 -0.68379 0.0 0.2 0.0
H 11.16971 1.30688 -0.66047 0.0 0.1 0.2
H 12.56629 2.44604 -0.47045 0.0 -0.2 -0.2
Br 11.64486 5.54925 -1.09926 0.9 0.1 0.2
C 13.61815 5.37999 -1.26758 0.3 0.9 -0.1
C 14.30374 6.69019 -0.85721 -1.2 0.0 1.2
Br 16.26273 6.61741 -0.93458 -0.6 -0.1 -0.3
H 13.81801 5.16161 -2.31395 -0.1 -0.4 0.2
H 13.95099 4.61205 -0.57253 -0.2 -0.3 -0.4
H 14.06609 6.85111 0.19490 0.3 -0.1 0.1
H 13.87381 7.58788 -1.29852 0.6 -0.2 -0.8
C 15.31305 2.32016 -3.77096 0.1 -0.4 -0.6
C 16.42228 2.60667 -4.76837 0.2 -0.1 1.3
O 16.10360 2.12265 -6.02905 0.0 0.0 -0.4
C 17.02788 2.52825 -7.02783 -0.5 0.6 -0.2
C 16.61480 1.93074 -8.34764 1.0 -1.1 0.1
H 15.63670 2.58685 -2.76405 -0.3 0.5 0.0
H 14.40279 2.80058 -4.12794 -0.1 0.1 0.5
H 15.12726 1.24532 -3.70991 -0.2 -0.1 -0.3
H 16.65036 3.67621 -4.75267 -0.1 0.2 -0.3
H 17.30769 2.10489 -4.36252 0.4 0.0 -0.3
H 16.98679 3.60647 -7.20801 0.0 0.3 0.7
H 18.04906 2.28228 -6.72706 0.1 -0.1 0.0
H 17.16317 0.99778 -8.49511 -0.2 -0.2 -0.1
H 16.95153 2.56714 -9.16468 -0.5 0.1 -0.1
H 15.55410 1.68842 -8.32444 0.0 0.4 -0.3
```
Positions in Å, forces in eV/Å.

## Properties
F_max = 5.82 eV Å⁻¹
Charge = +1
Frontier orbital gap = 5.6 eV
LUMO = -5.44 eV


(2)
Density functional theory data (wB97M-V/def2-TZVPD) for a cluster of 4 separate species, C24H56ClN3O in total at a distorted geometry.

The geometry in XYZ format:
```
85
Properties=species:S:1:pos:R:3:forces:R:3
C 8.21709 -1.45465 -1.63222 -0.5 -0.1 1.0
C 6.67934 -1.32131 -1.73326 0.5 1.5 0.0
N 6.00006 -0.38745 -0.65302 -0.4 0.3 1.0
C 5.86654 -1.19139 0.63162 -1.5 -1.0 -0.5
C 6.76865 0.90709 -0.15798 1.1 -1.8 -0.7
C 7.27774 1.82993 -1.25754 -1.6 0.3 -0.2
C 4.56381 0.14093 -1.17262 0.0 -1.8 0.8
C 3.51565 -1.01756 -1.26347 1.2 0.1 -0.3
O 2.99824 -1.21710 0.02840 -0.2 -0.1 0.2
C 2.25163 -2.42281 0.14625 -0.4 -0.1 0.0
H 8.80169 -0.53691 -1.56815 -0.3 0.1 -0.5
H 8.58671 -2.10771 -2.42278 -0.1 0.3 -0.2
H 8.47483 -1.97814 -0.71156 -0.1 -0.2 0.1
H 6.25768 -2.32501 -1.67958 -0.3 0.3 0.3
H 6.35456 -0.85802 -2.66491 0.3 -0.1 -0.2
H 5.10936 -0.84740 1.33622 0.4 1.1 -0.1
H 6.81504 -1.39220 1.12975 0.0 0.1 -0.4
H 5.32718 -2.09532 0.34858 0.7 -0.5 -0.1
H 7.68079 0.61910 0.36464 -0.2 -0.8 0.1
H 6.11414 1.19446 0.66491 -0.1 1.0 -0.6
H 6.63885 1.75409 -2.13741 -0.4 0.5 0.0
H 8.25786 1.64109 -1.69550 0.2 -0.2 0.8
H 7.19368 2.82298 -0.81610 0.3 0.2 -0.5
H 4.73823 0.66226 -2.11384 0.0 0.0 0.2
H 4.11727 0.74278 -0.38111 0.7 0.6 -0.1
H 4.06993 -1.85434 -1.68852 -0.1 -0.7 0.4
H 2.67492 -0.91453 -1.94953 0.1 0.8 -0.4
H 1.73309 -2.46182 1.10421 0.8 0.1 0.3
H 2.89927 -3.28181 -0.02919 -0.1 -0.1 0.2
H 1.39758 -2.47984 -0.52861 0.1 0.2 -0.8
C 2.50567 2.72130 -3.61716 -0.6 -0.4 0.7
C 1.49276 1.87099 -2.83710 -2.1 -0.3 0.0
C 0.49754 2.61469 -1.93264 -0.2 -0.7 0.9
N -0.34214 1.67700 -0.94254 1.6 1.9 2.2
C -1.05308 0.58578 -1.59833 0.2 0.0 0.0
C -1.38291 2.63544 -0.18927 1.5 -0.4 -1.8
C -0.62037 3.17284 0.96867 -1.0 -0.6 0.8
C 0.14425 1.95348 1.54504 0.3 2.0 -0.7
C 0.51778 1.18609 0.30619 0.4 -1.0 -1.0
H 3.19077 3.17485 -2.90091 0.3 0.0 -0.3
H 2.02543 3.51404 -4.19080 0.0 -0.1 0.0
H 2.99472 2.04042 -4.31381 0.3 0.3 0.1
H 1.90616 1.04292 -2.26135 0.5 0.2 0.0
H 0.77792 1.39884 -3.51103 0.5 -0.4 -0.6
H -0.31455 3.08127 -2.49022 0.4 0.2 -0.2
H 1.02537 3.34266 -1.31656 -0.4 0.0 0.2
H -1.71139 1.07591 -2.31561 -0.2 -0.6 -0.1
H -1.55628 0.05880 -0.78766 -0.4 0.0 -0.4
H -0.36808 -0.12389 -2.06229 0.0 0.2 -0.2
H -2.23080 1.99057 0.04162 0.0 0.3 0.0
H -1.56527 3.46759 -0.86926 -0.8 -0.5 -0.2
H -1.38879 3.56403 1.63546 0.4 0.2 0.4
H 0.02003 3.99630 0.65260 0.1 -0.1 0.2
H -0.40694 1.42491 2.32280 0.2 0.0 -0.2
H 1.08430 2.40493 1.86225 -0.2 -0.5 1.0
H 0.45907 0.10582 0.43911 -0.6 0.0 -0.4
H 1.58724 1.29940 0.12866 -0.2 0.4 -0.7
C -9.74004 -1.04175 1.26562 -1.3 0.8 0.7
C -8.38889 -1.63837 1.55396 0.5 -0.2 0.5
C -7.22663 -0.64716 1.67686 0.6 0.1 -1.9
N -5.82820 -1.30157 1.38240 -1.3 -1.2 1.7
C -5.79239 -2.00273 -0.01655 1.4 1.0 1.8
C -5.51964 -2.31914 2.54642 0.4 -0.9 -0.3
C -4.81533 -1.57315 3.66501 0.3 -0.3 0.2
C -4.60618 -0.20515 3.10384 -0.1 1.8 -0.6
C -4.70890 -0.28875 1.60108 -0.4 -1.1 -1.0
H -10.51051 -1.80938 1.19338 0.3 -0.2 -0.3
H -9.87849 -0.34525 0.43869 0.5 -0.3 -0.3
H -10.10292 -0.49167 2.13386 0.2 0.3 0.2
H -8.19166 -2.44488 0.84774 0.2 0.2 0.0
H -8.46938 -2.09279 2.54144 -0.1 -0.4 -0.1
H -7.25811 -0.08743 2.61165 0.4 -0.4 0.1
H -7.18618 0.10277 0.88688 -0.7 0.2 -0.1
H -6.53086 -2.79409 -0.14509 0.2 0.3 0.2
H -4.77103 -2.36855 0.08881 -0.2 -0.7 -0.8
H -5.79054 -1.25063 -0.80551 -0.4 0.0 0.2
H -4.85946 -3.09960 2.16806 -0.1 0.1 -0.4
H -6.37402 -2.82879 2.99184 -0.5 0.3 -0.9
H -3.83134 -1.95454 3.93782 -0.1 -0.6 -0.3
H -5.40270 -1.65536 4.57953 0.0 0.6 -0.1
H -3.60168 0.17150 3.29674 -0.4 0.5 0.6
H -5.43136 0.45897 3.36097 0.6 0.4 0.7
H -3.80914 -0.69654 1.14036 0.0 -0.4 0.1
H -4.90932 0.62291 1.03821 -0.4 0.1 0.4
Cl -1.13488 -1.86523 1.65244 -0.1 0.0 0.1
```
Positions in Å, forces in eV/Å.

## Properties
2S+1 = 2
F_max = 3.29 eV Å⁻¹
Charge = +3
Frontier orbital gap (spin up / spin down) = 11.3 / 6.0 eV
<S²> = 0.752
LUMO (spin up / spin down) = -6.47 / -11.81 eV